(1)
Molecular formula: C3H8O2
Method: DFT, wB97M-V/def2-TZVPD

Structure (XYZ):
```
13
Properties=species:S:1:pos:R:3
C 2.280 0.232 -0.023
O 1.100 -0.555 -0.032
C -0.006 0.263 0.060
O -1.114 -0.555 0.033
C -2.269 0.247 -0.045
H 3.122 -0.460 0.039
H 2.390 0.887 -0.894
H 2.309 0.927 0.865
H 0.009 0.901 -0.810
H 0.013 0.859 0.996
H -2.369 0.869 0.845
H -2.277 0.862 -0.984
H -3.118 -0.420 -0.018
```

Computed properties:
F_max ... 0.0201 Eh/bohr
SMILES ... COCOC
Molecular weight ... 76.09 u
Relative energy (zero: lowest compared OMol25 entry of this formula, charge and spin) ... 39.4 kcal/mol
Highest occupied orbital energy ... -9.842 eV
Orbital gap ... 10.9072 eV

Here are the natural (NBO) charges for atoms 1 to 6, given in e: -0.2635 -0.5187 0.2492 -0.5170 -0.2614 0.2022

---

(2)
Molecular formula: C11H22Cl5O3
Method: DFT, wB97M-V/def2-TZVPD

Structure (XYZ):
```
41
Properties=species:S:1:pos:R:3
Cl -0.182 15.147 4.063
C 5.596 16.623 6.218
Cl 6.066 16.450 7.939
Cl 6.718 17.651 5.427
H 5.568 15.645 5.738
H 4.574 17.002 6.230
C -1.937 16.003 10.114
Cl -3.242 15.072 10.940
Cl -0.821 16.637 11.342
H -1.455 15.433 9.319
H -2.447 16.844 9.644
C 0.944 19.554 -0.674
C 1.893 18.405 -0.849
O 1.766 17.488 -1.670
C 3.033 18.472 0.086
H 1.487 20.451 -0.972
H 0.599 19.669 0.354
H 0.082 19.481 -1.337
H 2.915 17.688 0.834
H 3.156 19.470 0.506
H 3.941 18.223 -0.463
C -5.241 16.191 -1.860
C -4.428 15.007 -1.459
O -3.465 14.794 -2.112
C -4.792 14.158 -0.250
H -6.289 16.011 -1.623
H -5.103 16.268 -2.939
H -4.876 17.100 -1.383
H -4.158 13.278 -0.143
H -5.785 13.718 -0.333
H -4.694 14.699 0.692
C 2.332 9.987 7.531
C 2.246 10.078 9.020
O 1.449 9.376 9.647
C 3.156 11.137 9.687
H 2.013 10.923 7.071
H 1.759 9.138 7.158
H 3.393 9.791 7.376
H 3.112 11.014 10.770
H 2.743 12.137 9.556
H 4.196 11.211 9.370
```

Computed properties:
Net charge ... -1
F_max ... 0.0519 Eh/bohr
Molecular weight ... 379.56 u
Highest occupied orbital energy ... -3.906 eV
Orbital gap ... 6.1631 eV

Here are the natural (NBO) charges for atoms 1 to 6, given in e: -0.9998 -0.4083 -0.0604 0.0024 0.2284 0.2382

---

(3)
Molecular formula: C7H12ClN2
Method: DFT, wB97M-V/def2-TZVPD

Structure (XYZ):
```
22
Properties=species:S:1:pos:R:3
C -1.561 -2.565 -0.275
C -0.586 -1.804 0.657
C 0.003 -0.603 0.171
C -0.609 0.595 -0.878
Cl -1.922 0.736 -1.829
N 0.415 1.369 -0.924
C 0.730 2.479 -1.924
N 1.433 1.182 -0.136
C 1.178 0.064 0.698
C 0.755 0.632 2.066
H -2.234 -1.931 -1.062
H -2.179 -3.293 0.329
H -0.893 -3.103 -0.993
H 0.237 -2.457 1.016
H -1.124 -1.463 1.548
H 1.680 2.793 -1.712
H 0.102 3.355 -1.845
H 0.655 2.095 -2.874
H 2.112 -0.424 0.779
H -0.255 1.039 1.987
H 1.329 1.463 2.452
H 0.733 -0.158 2.750
```

Computed properties:
Net charge ... +1
F_max ... 0.1612 Eh/bohr
SMILES ... CCC1=C(Cl)[N+](C)=N[C@H]1C
Molecular weight ... 159.64 u
Relative energy (zero: lowest compared OMol25 entry of this formula, charge and spin) ... 83.7 kcal/mol
Highest occupied orbital energy (spin up / spin down) ... -12.977 / -12.920 eV
Orbital gap (spin up / spin down) ... 7.5879 / 7.4850 eV

Here are the natural (NBO) charges for atoms 1 to 6, given in e: -0.6149 -0.5447 0.3432 0.0247 0.1871 -0.0734

---

(4)
Molecular formula: C3H5NO2
Method: DFT, wB97M-V/def2-TZVPD

Structure (XYZ):
```
11
Properties=species:S:1:pos:R:3
C -1.571 0.799 0.029
O -0.183 1.031 0.235
C 0.581 -0.082 0.069
N 1.952 -0.010 0.429
C 0.162 -1.255 -0.384
O 0.086 -2.420 -0.573
H -1.968 0.051 0.730
H -2.059 1.758 0.203
H -1.789 0.454 -0.997
H 2.412 -0.866 0.148
H 2.471 0.774 0.077
```

Computed properties:
F_max ... 0.0153 Eh/bohr
SMILES ... COC(N)=C=O
Molecular weight ... 87.08 u
Relative energy (zero: lowest compared OMol25 entry of this formula, charge and spin) ... 70.8 kcal/mol
Highest occupied orbital energy ... -7.542 eV
Orbital gap ... 8.1099 eV

Here are the natural (NBO) charges for atoms 1 to 6, given in e: -0.2632 -0.4839 0.1913 -0.7991 0.4989 -0.4638

---

(5)
Molecular formula: C19H17CdN3O7S2
Method: DFT, wB97M-V/def2-TZVPD

Structure (XYZ):
```
49
Properties=species:S:1:pos:R:3
Cd -7.215 -13.232 -3.615
C -6.788 -9.904 -1.971
O -6.176 -11.205 -1.882
C -4.828 -11.247 -1.642
C -3.983 -10.152 -1.553
C -2.646 -10.380 -1.336
C -2.163 -11.700 -1.264
C -3.021 -12.754 -1.380
C -4.355 -12.548 -1.601
N -5.276 -13.640 -1.837
N -4.644 -14.749 -1.869
C -5.327 -15.926 -2.071
C -6.749 -16.001 -2.232
O -7.533 -15.020 -2.345
C -7.351 -17.326 -2.253
C -6.635 -18.479 -2.141
C -5.221 -18.452 -2.022
C -4.478 -19.631 -1.957
C -3.102 -19.608 -2.004
C -2.468 -18.367 -2.000
C -3.155 -17.189 -1.967
C -4.584 -17.182 -1.980
H -6.746 -9.383 -1.016
H -7.839 -10.106 -2.288
H -6.271 -9.366 -2.783
H -4.317 -9.130 -1.708
H -1.970 -9.556 -1.260
H -1.097 -11.833 -1.230
H -2.616 -13.787 -1.368
H -8.407 -17.270 -2.425
H -7.156 -19.435 -2.274
H -5.054 -20.514 -1.958
H -2.579 -20.558 -2.011
H -1.385 -18.369 -2.146
H -2.611 -16.251 -1.950
N -6.366 -14.824 -5.427
C -5.474 -13.967 -6.207
C -4.546 -13.146 -5.326
O -3.382 -12.931 -5.763
O -5.078 -12.708 -4.248
H -5.910 -15.673 -5.092
H -7.246 -15.049 -5.912
H -6.096 -13.222 -6.723
H -4.954 -14.523 -7.000
O -11.319 -12.073 -4.351
S -10.034 -11.574 -3.927
O -9.422 -12.343 -2.845
O -10.062 -10.144 -3.667
S -8.626 -11.939 -5.482
```

Computed properties:
Net charge ... -2
F_max ... 0.0356 Eh/bohr
Molecular weight ... 575.91 u
Relative energy (zero: lowest compared OMol25 entry of this formula, charge and spin) ... 7.2 kcal/mol
Highest occupied orbital energy ... -1.917 eV
Orbital gap ... 6.3205 eV

Here are the natural (NBO) charges for atoms 1 to 6, given in e: 1.6717 -0.2716 -0.5047 0.3062 -0.3008 -0.2072

---

(6)
Molecular formula: C2H5N3O2
Method: DFT, wB97M-V/def2-TZVPD

Structure (XYZ):
```
12
Properties=species:S:1:pos:R:3
C -1.038 -0.457 0.219
C 1.118 -0.434 -0.341
N 1.125 0.883 -0.562
N -1.324 -1.543 -0.204
N -0.979 0.504 1.039
O 0.966 1.387 -1.720
O 1.081 1.645 0.422
H 1.520 -0.691 0.624
H 1.024 -1.100 -1.120
H -1.639 -2.151 -0.927
H -0.039 1.045 1.010
H -1.814 0.912 1.560
```

Computed properties:
F_max ... 0.0759 Eh/bohr
Molecular weight ... 103.08 u
Relative energy (zero: lowest compared OMol25 entry of this formula, charge and spin) ... 168.8 kcal/mol
Highest occupied orbital energy ... -8.424 eV
Orbital gap ... 8.5624 eV

Here are the natural (NBO) charges for atoms 1 to 6, given in e: 0.7193 -0.3964 0.4304 -0.6770 -0.8074 -0.4983